[1]
Below is C43H44AsBCdN6P2S3 as an isolated structure at a distorted geometry, with properties calculated with ωB97M-V/def2-TZVPD.

The HOMO-LUMO gap comes out at 5.2837 eV. As for the HOMO energy: -0.975 eV. The net charge is -2. Its energy above the lowest of the compared OMol25 structures with the same formula, charge and spin is 32.4 kcal/mol.

Each line ends with the Löwdin charge.
Atoms and positions in Å:
Cd 1.88 0.02 1.10  1.081
S -1.08 -1.31 1.68  0.223
P -1.34 -1.71 -0.24  0.349
C -0.39 -0.59 -1.21  -1.086
P -0.33 -0.06 -2.91  0.897
S 1.32 -1.20 -0.99  0.269
C -2.07 0.41 -3.36  -0.390
C -2.35 1.77 -3.45  -0.114
C -3.61 2.20 -3.83  -0.109
C -4.62 1.28 -4.07  -0.121
C -4.35 -0.07 -3.95  -0.103
C -3.08 -0.51 -3.62  -0.106
C -0.21 -1.45 -4.11  -0.388
C 0.24 -2.71 -3.78  -0.114
C 0.41 -3.68 -4.75  -0.099
C 0.14 -3.39 -6.08  -0.128
C -0.27 -2.11 -6.43  -0.121
C -0.43 -1.15 -5.46  -0.125
C -3.14 -1.47 -0.43  -0.347
C -4.07 -2.47 -0.18  -0.098
C -5.42 -2.18 -0.16  -0.103
C -5.85 -0.88 -0.40  -0.111
C -4.93 0.13 -0.62  -0.095
C -3.58 -0.16 -0.62  -0.115
C -1.08 -3.51 -0.50  -0.355
C -0.05 -4.12 0.22  -0.122
C 0.28 -5.44 -0.03  -0.090
C -0.41 -6.15 -0.99  -0.114
C -1.42 -5.54 -1.73  -0.111
C -1.73 -4.22 -1.51  -0.122
H -1.56 2.48 -3.25  0.082
H -3.81 3.26 -3.94  0.090
H -5.61 1.62 -4.36  0.088
H -5.14 -0.79 -4.13  0.098
H -2.88 -1.57 -3.55  0.106
H 0.47 -2.94 -2.75  0.043
H 0.76 -4.66 -4.47  0.094
H 0.27 -4.15 -6.85  0.084
H -0.46 -1.87 -7.47  0.087
H -0.74 -0.15 -5.73  0.098
H -3.73 -3.47 0.04  0.099
H -6.14 -2.96 0.05  0.091
H -6.91 -0.66 -0.40  0.087
H -5.26 1.14 -0.77  0.100
H -2.84 0.62 -0.74  0.095
H 0.47 -3.55 0.98  0.065
H 1.08 -5.91 0.53  0.098
H -0.17 -7.19 -1.18  0.086
H -1.96 -6.11 -2.48  0.093
H -2.49 -3.72 -2.11  0.101
C 4.22 2.84 3.99  -0.074
C 3.05 2.13 3.72  -0.191
N 2.82 2.10 2.42  -0.024
N 3.81 2.77 1.82  -0.047
C 4.67 3.23 2.74  -0.103
B 3.94 2.89 0.30  -0.558
N 2.56 3.09 -0.33  -0.040
C 2.14 4.04 -1.17  -0.103
C 0.85 3.73 -1.57  -0.088
C 0.57 2.54 -0.90  -0.236
N 1.61 2.17 -0.17  -0.015
N 4.50 1.57 -0.26  -0.045
C 5.31 1.38 -1.31  -0.101
C 5.50 0.02 -1.47  -0.082
C 4.73 -0.55 -0.44  -0.209
N 4.15 0.40 0.27  -0.043
H 4.67 3.03 4.94  0.076
H 2.39 1.65 4.41  0.083
H 5.55 3.79 2.46  0.104
H 4.66 3.80 0.01  0.108
H 2.76 4.88 -1.43  0.103
H 0.21 4.28 -2.24  0.078
H -0.30 1.91 -0.93  0.056
H 5.68 2.20 -1.89  0.105
H 6.08 -0.49 -2.21  0.075
H 4.60 -1.58 -0.17  0.091
C -0.67 4.37 1.69  -0.336
As -0.38 2.59 2.53  1.070
C -0.36 3.32 4.38  -0.342
C -2.30 2.10 2.56  -0.356
H -1.43 4.95 2.21  0.009
H -0.97 4.24 0.65  -0.004
H 0.26 4.94 1.70  0.013
H -1.23 3.94 4.58  0.007
H 0.54 3.93 4.52  0.007
H -0.34 2.50 5.09  -0.009
H -2.91 2.82 3.10  0.009
H -2.40 1.12 3.04  -0.016
H -2.66 2.00 1.54  0.000
S 3.13 -1.45 2.84  0.431
C 2.42 -1.06 4.36  -0.784
C 3.13 -1.28 5.54  -0.158
C 2.56 -1.04 6.77  -0.134
C 1.26 -0.56 6.86  -0.138
C 0.55 -0.32 5.69  -0.124
C 1.12 -0.55 4.46  -0.199
H 4.15 -1.66 5.47  0.082
H 3.13 -1.22 7.67  0.084
H 0.81 -0.38 7.83  0.078
H -0.47 0.05 5.74  0.093
H 0.55 -0.35 3.56  -0.019



[2]
Below is C43H44BBaGeN17 as an isolated structure at a distorted geometry, with properties calculated with ωB97M-V/def2-TZVPD.

The HOMO-LUMO gap comes out at 9.3818 eV. As for the HOMO energy: -8.837 eV. Its energy above the lowest of the compared OMol25 structures with the same formula, charge and spin is 19.8 kcal/mol.

Each line ends with the Löwdin charge.
Atoms and positions in Å:
Ba 0.64 -1.48 -0.21  2.045
C -0.18 2.28 -0.88  -0.012
C 0.85 1.67 -1.77  -0.349
C 1.73 2.30 -2.67  -0.007
C 2.52 1.28 -3.16  -0.045
N 2.14 0.12 -2.59  0.017
N 1.10 0.37 -1.74  -0.164
B 2.80 -1.29 -2.82  -0.639
N 3.56 -1.82 -1.56  -0.014
C 4.62 -2.66 -1.55  -0.072
C 4.92 -2.97 -0.25  -0.007
C 3.96 -2.28 0.52  -0.349
C 3.78 -2.27 2.00  -0.033
N 3.15 -1.60 -0.28  -0.127
N 1.73 -2.39 -3.18  0.015
C 1.54 -3.06 -4.33  -0.070
C 0.67 -4.10 -4.09  -0.027
C 0.36 -4.00 -2.73  -0.378
C -0.57 -4.85 -1.92  -0.021
N 0.99 -2.97 -2.19  -0.124
N 3.82 -1.08 -3.94  -0.024
C 5.08 -0.60 -3.80  -0.094
C 5.54 -0.25 -5.04  -0.021
C 4.47 -0.54 -5.92  -0.355
C 4.39 -0.35 -7.40  -0.038
N 3.44 -1.02 -5.25  0.114
H -0.64 3.14 -1.35  0.081
H -0.96 1.57 -0.62  0.046
H 0.28 2.63 0.05  0.074
H 1.78 3.34 -2.92  0.105
H 3.32 1.32 -3.88  0.117
H 5.08 -2.98 -2.47  0.127
H 5.72 -3.60 0.10  0.103
H 4.74 -2.45 2.50  0.082
H 3.40 -1.30 2.33  0.045
H 3.09 -3.05 2.32  0.069
H 2.04 -2.75 -5.23  0.101
H 0.32 -4.83 -4.80  0.106
H -0.43 -5.91 -2.16  0.082
H -0.41 -4.72 -0.85  0.048
H -1.61 -4.60 -2.14  0.082
H 5.55 -0.52 -2.84  0.125
H 6.51 0.14 -5.30  0.100
H 5.34 -0.60 -7.87  0.074
H 3.61 -0.98 -7.82  0.073
H 4.16 0.69 -7.64  0.075
C -2.63 2.82 -3.32  -0.039
C -2.19 1.39 -3.44  -0.271
C -1.20 1.03 -4.35  -0.047
C -0.82 -0.30 -4.50  -0.066
C -1.43 -1.29 -3.74  -0.089
C -2.41 -0.94 -2.82  -0.070
C -2.78 0.39 -2.68  -0.062
H -3.44 3.05 -4.01  0.089
H -1.81 3.51 -3.55  0.082
H -2.98 3.04 -2.31  0.029
H -0.71 1.79 -4.94  0.115
H -0.04 -0.56 -5.21  0.107
H -1.15 -2.32 -3.88  0.081
H -2.89 -1.71 -2.22  0.106
H -3.56 0.66 -1.97  0.084
N 0.54 -1.04 3.70  0.140
C -0.02 -1.85 2.70  -0.561
N 0.26 -3.14 2.57  0.063
N -0.45 -3.51 1.49  -0.109
N -1.10 -2.49 1.02  -0.353
N -0.84 -1.39 1.77  -0.174
C 0.80 0.28 3.31  -0.443
N 1.95 0.71 2.84  0.084
N 1.73 2.01 2.55  -0.024
N 0.51 2.33 2.78  -0.010
N -0.12 1.24 3.26  -0.050
H 1.35 -1.49 4.11  0.140
C -1.10 4.13 7.71  -0.083
C -1.75 2.91 7.82  -0.081
C -2.04 2.17 6.68  -0.102
C -1.68 2.66 5.42  -0.274
C -1.03 3.89 5.32  -0.112
C -0.75 4.62 6.46  -0.079
Ge -1.95 1.56 3.87  1.063
C -2.81 -0.12 4.24  -0.282
C -2.29 -1.06 5.13  -0.130
C -2.93 -2.27 5.34  -0.075
C -4.12 -2.55 4.68  -0.077
C -4.67 -1.61 3.82  -0.075
C -4.02 -0.40 3.60  -0.099
C -2.67 2.40 2.30  -0.273
C -3.13 3.71 2.30  -0.091
C -3.67 4.27 1.15  -0.070
C -3.77 3.50 -0.01  -0.076
C -3.32 2.19 -0.02  -0.100
C -2.76 1.64 1.13  -0.114
H -0.87 4.70 8.60  0.104
H -2.03 2.52 8.79  0.104
H -2.55 1.23 6.77  0.092
H -0.72 4.27 4.35  0.092
H -0.25 5.58 6.38  0.105
H -1.36 -0.86 5.65  0.097
H -2.50 -3.00 6.02  0.106
H -4.62 -3.50 4.84  0.105
H -5.60 -1.82 3.31  0.104
H -4.46 0.32 2.92  0.096
H -3.08 4.31 3.20  0.096
H -4.02 5.29 1.15  0.105
H -4.20 3.93 -0.90  0.103
H -3.41 1.59 -0.91  0.045
H -2.39 0.62 1.11  0.088



> Which value of HOMO does entry 2 give?

-8.837 eV